Record 1
The following is a DFT calculation (wB97M-V/def2-TZVPD) of a cluster of 6 separate species, C37H37IO23P in total at a distorted geometry.

Values from the calculation:
Maximum force   8.7 eV/A
HOMO   -4.014 eV
2S+1   1
Charge   -1

Atoms and positions in Å:
1 I -5.744711 1.582060 4.576704
2 P -3.958673 4.769379 2.322952
3 O -0.348550 -1.443915 -3.330263
4 O -0.907688 0.637523 -1.630747
5 O 1.650550 -1.154226 -8.926390
6 O -2.616400 0.847729 7.934492
7 O -3.849934 3.754398 5.710340
8 O 3.903646 -5.942815 -7.038792
9 O 2.303640 -1.215798 -3.019434
10 O -0.036019 3.942320 -4.898970
11 O 3.573980 -5.402497 -9.709669
12 O -2.839957 -9.070597 -0.044746
13 O 2.062188 -1.657379 -6.259788
14 O 0.000490 -5.057199 -2.764038
15 O -2.399624 3.489323 0.275333
16 O 1.828005 -3.481601 -1.545225
17 O -1.673749 1.130996 10.496791
18 O 0.436244 1.858738 -6.622298
19 O 1.621584 4.289674 9.262107
20 O 5.103142 -2.427650 1.699068
21 O 0.620249 4.072888 6.715794
22 O -3.158125 -8.576355 -2.725767
23 O 0.412860 3.698460 1.830437
24 O 0.383221 -5.611025 -0.103023
25 O 5.515805 -0.118945 0.272954
26 C -0.001518 2.708221 9.941029
27 C 2.694488 -2.725037 -1.119811
28 C -1.221578 -7.345521 -0.008069
29 C -0.478856 2.336920 -3.218505
30 C -2.649061 4.757461 0.938340
31 C 0.144060 1.558763 -5.470059
32 C -2.348896 -7.871056 -2.132589
33 C -0.138227 2.630105 -4.474983
34 C -0.753876 2.904458 2.255055
35 C -4.815346 3.561160 4.768778
36 C 0.089836 3.373892 7.572663
37 C 4.673315 -0.891368 -0.170425
38 C 3.203925 -4.534240 -8.927236
39 C -0.273676 -0.132215 -3.761578
40 C -1.580227 1.717704 8.220168
41 C 3.005539 -1.468569 -1.855114
42 C 3.456096 -3.013990 0.105072
43 C -5.180639 4.876568 3.802062
44 C -2.109453 -8.082246 -0.678560
45 C 2.401514 -2.539915 -7.040907
46 C 4.381415 -2.161593 0.549962
47 C 0.780637 5.616302 3.415930
48 C -1.775586 2.457886 1.073859
49 C 0.063590 0.160667 -5.019003
50 C -0.582702 0.938385 -2.774436
51 C -1.121428 1.804743 9.634227
52 C -1.595204 -6.803400 -2.807823
53 C 3.928354 -0.614389 -1.408534
54 C 3.357819 -4.744524 -7.461040
55 C -0.450019 -6.293672 -0.688443
56 C 0.566910 3.440573 8.981240
57 C 2.984002 -3.811001 -6.583819
58 C -1.013931 2.452738 7.261129
59 C -0.709774 -6.064237 -2.136725
60 C 1.174753 4.058966 3.068021
61 C 2.599077 -3.272804 -9.382800
62 C 2.222149 -2.340870 -8.505265
63 H -0.688904 3.105623 -2.485501
64 H -1.035890 -7.489827 1.048545
65 H 3.232224 -3.939754 0.620012
66 H -6.308044 4.908392 3.485383
67 H -3.411100 -9.460576 -0.742037
68 H 0.575911 -4.671347 -2.068130
69 H -1.338957 2.401021 6.229624
70 H -0.140368 5.615739 4.152604
71 H -4.884465 5.823368 4.457946
72 H 1.855755 4.707259 8.404617
73 H 0.221825 3.891419 -5.845122
74 H -0.612305 -1.393229 -2.385612
75 H 4.162941 0.303697 -1.931817
76 H -2.635619 1.777737 1.539798
77 H -2.883888 4.939127 3.288270
78 H 0.403776 6.117688 2.411445
79 H -4.122152 6.221865 2.172374
80 H 0.333727 2.748551 10.969485
81 H -5.062752 4.625511 1.363815
82 H -1.178692 1.740466 0.330456
83 H -1.283859 3.464339 3.161321
84 H 4.092415 -6.447199 -7.859914
85 H -3.994701 3.340883 2.469715
86 H 0.913206 3.379010 3.985136
87 H -2.854464 0.434733 8.793001
88 H -0.320533 1.901708 2.736982
89 H -1.673183 5.336290 1.311031
90 H 5.706976 -1.661422 1.811132
91 H -3.087391 5.483752 0.094250
92 H 2.476629 -3.140325 -10.450130
93 H 1.695446 -1.979177 -3.128316
94 H -1.792241 -6.648890 -3.861209
95 H 0.288594 -0.607628 -5.747586
96 H 2.342729 3.992566 2.906860
97 H 1.467283 -0.647212 -8.105506
98 H 1.638209 6.217254 3.942924
99 H 3.092208 -3.949768 -5.515477

Forces on atoms 1 to 2 (eV/Å):
0.38 0.85 0.00
0.08 0.31 -0.78

Atom charges from the Löwdin analysis, given in e for atoms 1 to 5: 0.619, 0.309, 0.057, 0.112, 0.088

Record 2
The following is a DFT calculation (wB97M-V/def2-TZVPD) of a structure of composition C33H32IrNSeSi.

Values from the calculation:
ΔE to the lowest compared entry with this formula, charge and spin   71.92 kJ/mol
Maximum force   0.6 eV/A
HOMO (alpha / beta)   -10.507 / -11.207 eV
2S+1   6
Charge   +1

Atoms and positions in Å:
1 Ir -0.159489 -0.224572 -0.191879
2 Se -1.205180 -0.660649 2.278847
3 Si -1.239091 -0.876501 -2.277113
4 N 1.545906 -1.261879 0.873549
5 C 0.365035 2.394284 -4.279291
6 C 0.588446 1.531636 0.641576
7 C -1.277963 1.435655 4.541881
8 C 4.249334 1.274728 0.662512
9 C 2.082581 2.735576 2.076592
10 C -3.029705 -0.813744 -1.814675
11 C 2.980697 0.734524 0.877205
12 C 5.305820 0.502383 0.204139
13 C -3.638217 0.408171 -1.491616
14 C -3.739335 1.129969 4.936120
15 C -0.284958 2.325619 -5.502159
16 C 0.092588 1.447615 -3.298245
17 C -5.189452 -1.896751 -1.620774
18 C -4.989446 0.583380 4.641420
19 C -1.481228 0.373122 -4.766494
20 C 1.134386 3.738684 2.235520
21 C -5.111363 -0.248984 3.536219
22 C -4.025119 -0.577004 2.739255
23 C -6.187457 0.881076 5.503757
24 C 1.849266 1.643037 1.242356
25 C -0.350377 2.559269 0.768981
26 C -1.209547 1.315873 -5.745714
27 C 2.825617 -0.625156 0.628864
28 C -3.821477 -1.970812 -1.853193
29 C 3.862616 -1.403521 0.145348
30 C -0.831836 0.421365 -3.524999
31 C -4.224865 -1.494244 1.568232
32 C 5.109204 -0.841454 -0.071516
33 C -5.001504 0.478188 -1.246306
34 C -2.611766 0.826993 4.194682
35 C -5.776043 -0.674216 -1.318558
36 C -0.072693 3.672053 1.553065
37 C -2.773552 -0.053757 3.105147
38 H -5.798426 -2.790008 -1.685113
39 H 5.917449 -1.451807 -0.451284
40 H -0.555836 0.664913 4.827328
41 H 6.274815 0.956693 0.044014
42 H 1.601849 -2.256937 0.682956
43 H -1.717030 1.264143 -6.700610
44 H 1.351455 4.583780 2.876620
45 H -1.378287 2.127524 5.376495
46 H -5.102714 -1.188518 1.004710
47 H -4.387324 -2.521645 1.901499
48 H -3.376330 -1.492610 0.883805
49 H -3.642120 1.807490 5.777325
50 H -1.308120 2.492416 0.263457
51 H 4.397020 2.335876 0.820965
52 H -0.071173 3.058386 -6.269910
53 H -6.843099 -0.617817 -1.138830
54 H -7.000499 1.301902 4.909586
55 H 0.611224 1.517595 -2.347184
56 H 1.084408 3.181339 -4.089323
57 H -0.794702 4.475043 1.630927
58 H 3.025053 2.802464 2.607694
59 H -3.373716 -2.927350 -2.102190
60 H -6.563455 -0.035081 5.962663
61 H -2.209130 -0.406730 -4.971765
62 H -0.970055 -2.220046 -2.830698
63 H -5.945176 1.583609 6.299150
64 H -5.464286 1.430202 -1.017422
65 H -3.046083 1.318866 -1.473149
66 H -6.083395 -0.664040 3.287026
67 H 1.262092 -1.143166 1.843858
68 H -0.852731 1.979700 3.697681
69 H 3.696747 -2.456919 -0.055414

Forces on atoms 1 to 2 (eV/Å):
-0.13 -0.42 0.41
0.36 0.07 0.00

Atom charges from the Löwdin analysis, given in e for atoms 1 to 5: 1.006, 0.989, 0.551, -0.051, -0.077

Record 3
The following is a DFT calculation (wB97M-V/def2-TZVPD) of the molecule C16H26N4O2.

Values from the calculation:
ΔE to the lowest compared entry with this formula, charge and spin   258.42 kJ/mol
Maximum force   0.9 eV/A
HOMO   -7.946 eV
SMILES   CN(C)CCCNCCCNC(=O)/C(=N\O)c1ccccc1
2S+1   1

Atoms and positions in Å:
1 O -1.719809 0.379582 1.811391
2 O 1.610731 0.031781 0.112904
3 N -1.474247 -0.883115 1.272831
4 N 1.412574 3.107481 0.111516
5 N -2.044739 1.166255 -2.237084
6 N 1.041221 0.358646 2.281237
7 C 1.283870 -2.993533 0.342864
8 C 0.481488 -4.973940 -0.750366
9 C -0.808495 -4.465766 -0.727033
10 C 0.804681 3.570323 -1.121339
11 C 0.883726 -0.196571 1.063615
12 C 2.012438 1.400720 2.528728
13 C -0.271731 -1.161918 0.955258
14 C -0.010110 -2.476348 0.368638
15 C -1.231071 2.015232 -1.385107
16 C 0.569344 3.108402 1.289565
17 C -2.604305 1.841036 -3.386751
18 C 0.099309 2.504283 -1.974516
19 C 1.523442 -4.236087 -0.214264
20 C -1.056143 -3.226848 -0.171479
21 C 1.389474 2.801246 2.545703
22 C -1.395856 -0.072489 -2.610066
23 H 0.775817 1.654785 -2.091332
24 H -1.862116 2.081578 -4.163508
25 H 1.616529 3.993103 -1.726977
26 H -2.685286 0.432399 1.849914
27 H 1.788978 2.176030 -0.045484
28 H 2.757797 1.333688 1.734501
29 H 2.499242 1.202096 3.488620
30 H -1.621720 -5.038311 -1.148049
31 H -0.085479 2.933046 -2.962550
32 H 0.736066 2.897095 3.416093
33 H -3.083271 2.764195 -3.063723
34 H 0.673951 -5.942223 -1.188336
35 H 2.101908 -2.424663 0.757498
36 H 2.529022 -4.629474 -0.230956
37 H -0.614775 0.057245 -3.373428
38 H -1.033230 1.438752 -0.479583
39 H -0.274198 2.401098 1.240644
40 H -3.360808 1.194717 -3.833407
41 H -0.944946 -0.525517 -1.729487
42 H 0.313138 0.237169 2.968455
43 H -1.844713 2.879183 -1.108850
44 H 2.196747 3.528052 2.634508
45 H 0.109443 4.381961 -0.885437
46 H -2.148704 -0.755965 -3.005536
47 H -2.052506 -2.814890 -0.153818
48 H 0.145600 4.113183 1.390916

Forces on atoms 1 to 2 (eV/Å):
0.46 -0.04 -0.12
-0.02 -0.12 -0.22

Atom charges from the Löwdin analysis, given in e for atoms 1 to 5: -0.049, 0.067, 0.082, -0.057, -0.278